The following is a quantum chemistry calculation of the molecule C2H4N2O2 in a non-equilibrium geometry, from OMol25.

The relative energy (zero: lowest compared OMol25 entry of this formula, charge and spin) comes out at 603.1 kJ/mol. The HOMO energy comes out at -9.2535 eV. The gap between HOMO and LUMO comes out at 9.1 eV. The SMILES is O/N=C\C=N\O. For the molar mass, the calculation gives 88.1 g/mol. Its LUMO energy is -0.2 eV.

```
! RIJCOSX wB97M-V def2-TZVPD def2/J DEFGRID3
* xyz 0 1
C -0.275 0.786 -0.090
C 1.175 0.797 0.042
H -2.453 -1.352 -0.064
H -0.781 1.736 -0.378
H 1.691 1.818 0.341
H 0.506 -1.279 0.297
N -0.914 -0.379 0.283
N 1.879 -0.258 -0.201
O -2.283 -0.439 -0.180
O 1.454 -1.430 -0.050
*
```

***

The following is a quantum chemistry calculation of the molecule C2H4N2O2 in a non-equilibrium geometry, from OMol25.

The relative energy (zero: lowest compared OMol25 entry of this formula, charge and spin) comes out at 372.7 kJ/mol. The HOMO energy (alpha / beta) comes out at -7.8393 / -7.8387 eV. The gap between HOMO and LUMO (alpha / beta) comes out at 8.6 / 8.6 eV. For the molar mass, the calculation gives 88.1 g/mol. Its LUMO energy (alpha / beta) is 0.8 / 0.8 eV.

```
! RIJCOSX wB97M-V def2-TZVPD def2/J DEFGRID3
* xyz 0 1
C -0.652 0.874 -0.677
N -1.175 -0.326 -0.604
C 0.801 -0.505 0.173
O 0.682 0.771 -0.487
O 0.687 -0.167 1.654
N -0.318 -1.259 -0.177
H 1.436 0.373 1.928
H -2.141 -0.580 -0.744
H -1.092 1.781 -1.025
H 1.770 -0.963 -0.042
*
```

***

The following is a quantum chemistry calculation of the molecule C2H4N2O2 in a non-equilibrium geometry, from OMol25.

The relative energy (zero: lowest compared OMol25 entry of this formula, charge and spin) comes out at 411.4 kJ/mol. The HOMO energy comes out at -10.2629 eV. The gap between HOMO and LUMO comes out at 9.5 eV. The SMILES is CN(C=O)N=O. For the molar mass, the calculation gives 88.1 g/mol. Its LUMO energy is -0.7 eV.

```
! RIJCOSX wB97M-V def2-TZVPD def2/J DEFGRID3
* xyz 0 1
C 0.894 1.264 -0.072
C 0.115 -1.072 0.006
N -1.614 0.755 0.065
N -0.067 0.348 -0.216
O 2.077 1.076 -0.150
O -2.284 -0.200 -0.006
H 0.416 2.155 0.140
H -0.091 -1.710 -0.832
H 1.181 -1.220 0.308
H -0.625 -1.395 0.757
*
```

***

The following is a quantum chemistry calculation of a cluster of 2 separate species, C2H4N2O2 in total in a non-equilibrium geometry, from OMol25.

The relative energy (zero: lowest compared OMol25 entry of this formula, charge and spin) comes out at 553.5 kJ/mol. The HOMO energy comes out at -8.2068 eV. The gap between HOMO and LUMO comes out at 7.7 eV. For the molar mass, the calculation gives 88.1 g/mol. Its LUMO energy is -0.5 eV.

```
! RIJCOSX wB97M-V def2-TZVPD def2/J DEFGRID3
* xyz 0 1
C -1.536 -0.552 -0.312
C 1.860 -0.212 0.662
N -1.468 1.837 -0.249
N -1.136 0.754 -0.650
O -2.329 -0.749 0.551
O 1.384 -0.005 -0.452
H -0.748 -1.214 -0.711
H 2.311 0.612 1.220
H 1.878 -1.125 1.170
H -0.216 0.653 -1.230
*
```

***

The following is a quantum chemistry calculation of the molecule C2H4N2O2, from OMol25.

The relative energy (zero: lowest compared OMol25 entry of this formula, charge and spin) comes out at 22.7 kJ/mol. The HOMO energy comes out at -10.3625 eV. The gap between HOMO and LUMO comes out at 11.0 eV. The SMILES is NC(=O)NC=O. For the molar mass, the calculation gives 88.1 g/mol. Its LUMO energy is 0.6 eV.

```
! RIJCOSX wB97M-V def2-TZVPD def2/J DEFGRID3
* xyz 0 1
N -1.812 -0.270 -0.095
C -0.513 -0.538 0.254
O -0.176 -1.519 0.882
N 0.419 0.428 -0.143
C 1.777 0.402 0.108
O 2.468 1.323 -0.265
H -2.472 -1.024 0.049
H -2.019 0.385 -0.830
H 0.192 1.298 -0.609
H 2.136 -0.485 0.649
*
```

***

The following is a quantum chemistry calculation of a structure of composition C2H4N2O2, from OMol25.

The relative energy (zero: lowest compared OMol25 entry of this formula, charge and spin) comes out at 202.2 kJ/mol. The HOMO energy comes out at -10.2342 eV. The gap between HOMO and LUMO comes out at 11.1 eV. For the molar mass, the calculation gives 88.1 g/mol. Its LUMO energy is 0.8 eV.

```
! RIJCOSX wB97M-V def2-TZVPD def2/J DEFGRID3
* xyz 0 1
N -0.180 1.141 1.469
C 0.022 -0.064 0.875
O 0.197 -1.108 1.476
N 0.026 0.026 -0.526
C 0.218 -0.993 -1.333
O 0.141 -0.562 -2.526
H -0.290 1.151 2.469
H -0.476 1.938 0.928
H -0.065 0.499 -1.779
H 0.406 -2.029 -1.054
*
```

***

The following is a quantum chemistry calculation of a cluster of 2 separate species, C2H4N2O2 in total in a non-equilibrium geometry, from OMol25.

The relative energy (zero: lowest compared OMol25 entry of this formula, charge and spin) comes out at 146.7 kJ/mol. The HOMO energy comes out at -10.1451 eV. The gap between HOMO and LUMO comes out at 10.6 eV. The SMILES is N=C=O.NC=O. For the molar mass, the calculation gives 88.1 g/mol. Its LUMO energy is 0.5 eV.

```
! RIJCOSX wB97M-V def2-TZVPD def2/J DEFGRID3
* xyz 0 1
N -1.499 -0.811 0.015
C -1.804 0.338 0.063
N 1.293 -0.639 -0.015
C 1.326 0.726 0.172
O -2.367 1.370 0.069
O 1.001 1.528 -0.693
H -2.051 -1.286 -0.702
H 0.630 -0.964 -0.711
H 1.600 -1.268 0.715
H 1.872 1.007 1.088
*
```

***

The following is a quantum chemistry calculation of a cluster of 2 separate species, C2H4N2O2 in total in a non-equilibrium geometry, from OMol25.

The relative energy (zero: lowest compared OMol25 entry of this formula, charge and spin) comes out at 728.4 kJ/mol. The HOMO energy (alpha / beta) comes out at -9.1088 / -9.1082 eV. The gap between HOMO and LUMO (alpha / beta) comes out at 9.8 / 9.8 eV. The SMILES is C=[NH+][O-].C#[N+][O-]. For the molar mass, the calculation gives 88.1 g/mol. Its LUMO energy (alpha / beta) is 0.7 / 0.7 eV.

```
! RIJCOSX wB97M-V def2-TZVPD def2/J DEFGRID3
* xyz 0 1
C -1.063 -1.753 0.647
C 1.297 0.567 -0.728
N 0.635 1.148 0.135
N -1.905 -1.026 0.231
O -2.657 -0.219 -0.132
O -0.543 1.554 0.034
H -0.241 -2.204 1.050
H 2.265 0.220 -0.425
H 1.063 0.223 -1.756
H 1.149 1.490 0.945
*
```